1.
Computed, not measured: the molecule C4H6N4, with ωB97M-V/def2-TZVPD.

Calculated values
Spin multiplicity: 3
<S²>: 2.015
Calculated total energy: -374.77430 hartree
HOMO (spin up / spin down): -6.86 / -8.77 eV

Last columns: bonded neighbours and bond lengths (Å).
Geometry (Å):
1 C 1.699 -0.532 0.473  C2 1.520, N5 1.277, H9 1.051
2 C 1.164 0.883 0.322  C1 1.520, C4 1.486, H10 1.214, H11 1.088
3 C -2.342 -0.875 0.219  N6 1.180, H12 0.997
4 C 0.063 0.622 -0.642  C2 1.486, N7 1.400, N8 1.438, H14 1.076
5 N 1.038 -1.419 -0.164  C1 1.277, N8 1.393
6 N -2.020 0.257 0.144  C3 1.180, N7 1.223
7 N -1.249 1.041 -0.392  C4 1.400, N6 1.223
8 N 0.090 -0.780 -0.959  C4 1.438, N5 1.393, H13 1.045
9 H 2.459 -0.719 1.175  C1 1.051
10 H 0.797 1.251 1.418  C2 1.214
11 H 1.859 1.669 0.036  C2 1.088
12 H -2.967 -1.353 0.832  C3 0.997
13 H -0.851 -1.235 -0.925  N8 1.045
14 H 0.262 1.189 -1.535  C4 1.076

***

2.
Computed, not measured: a cluster of 2 separate species, C4H6N4O2 in total, with ωB97M-V/def2-TZVPD.

Calculated values
Calculated total energy: -525.28045 hartree
HOMO: -8.35 eV

Last columns: bonded neighbours and bond lengths (Å).
Geometry (Å):
1 C -1.022 -1.104 -1.175  C2 1.520, C3 1.289, H11 1.074
2 C -1.698 0.255 -1.252  C1 1.520, C4 1.318, H12 1.073
3 C -0.432 -1.382 -0.063  C1 1.289, N5 1.268
4 C -1.301 1.315 -0.575  C2 1.318, N6 1.243
5 N 0.484 -1.791 0.713  C3 1.268, H13 1.001
6 N -0.991 2.359 0.024  C4 1.243, H14 1.026
7 N 2.911 0.420 -0.373  N8 1.186, O9 1.401
8 N 2.421 1.093 0.471  N7 1.186, O10 1.438
9 O 3.056 -0.972 -0.323  N7 1.401, H15 0.979
10 O 1.787 0.363 1.537  N8 1.438, H16 0.959
11 H -1.326 -1.740 -1.986  C1 1.074
12 H -2.700 0.342 -1.628  C2 1.073
13 H 0.123 -1.962 1.631  N5 1.001
14 H -1.125 2.452 1.036  N6 1.026
15 H 2.661 -1.213 0.540  O9 0.979
16 H 1.395 1.052 2.077  O10 0.959

***

3.
Computed, not measured: the molecule C4H6N4S, with ωB97M-V/def2-TZVPD.

Calculated values
Calculated total energy: -773.02649 hartree
HOMO (spin up / spin down): -8.17 / -8.17 eV

Last columns: bonded neighbours and bond lengths (Å).
Geometry (Å):
1 C 0.858 -0.672 -0.731  N5 1.304, N6 1.326, H10 1.134
2 C 2.857 -0.667 0.316  N5 1.373, N7 1.343, H11 1.128
3 C 1.651 1.225 0.507  N6 1.416, N7 1.308
4 C -2.725 -0.305 0.200  N8 1.403, H12 0.989, H13 1.079, H14 1.104
5 N 1.935 -1.347 -0.441  C1 1.304, C2 1.373
6 N 0.638 0.513 -0.179  C1 1.326, C3 1.416, S9 1.945
7 N 2.824 0.650 0.577  C2 1.343, C3 1.308
8 N -2.098 0.910 0.516  C4 1.403, S9 1.557
9 S -1.029 1.474 -0.464  N6 1.945, N8 1.557, H15 1.500
10 H 0.082 -0.909 -1.524  C1 1.134
11 H 3.813 -1.227 0.526  C2 1.128
12 H -3.695 -0.272 0.391  C4 0.989
13 H -2.616 -0.676 -0.807  C4 1.079
14 H -2.216 -1.141 0.711  C4 1.104
15 H -0.279 2.444 0.401  S9 1.500

***

4.
Computed, not measured: the ion C4H6N4S with charge +2, with ωB97M-V/def2-TZVPD.

Calculated values
Total charge: +2
Calculated total energy: -772.32052 hartree
HOMO (spin up / spin down): -17.32 / -17.32 eV

Last columns: bonded neighbours and bond lengths (Å).
Geometry (Å):
1 C 0.569 -2.019 0.373  C4 1.370, N5 1.290, H10 1.073
2 C 2.840 -1.585 -0.372  N5 1.145, H11 1.026
3 C -2.644 0.258 -0.047  N6 1.260, S9 1.767, H12 1.007
4 C -0.531 -1.276 0.034  C1 1.370, S9 1.646
5 N 1.801 -1.815 0.052  C1 1.290, C2 1.145
6 N -1.779 1.163 0.084  C3 1.260, N7 1.261
7 N -0.542 0.922 0.148  N6 1.261, N8 1.495
8 N 0.302 2.127 -0.118  N7 1.495, H13 1.002, H14 1.045, H15 0.977
9 S -2.144 -1.424 -0.261  C3 1.767, C4 1.646
10 H 0.312 -2.718 1.147  C1 1.073
11 H 3.778 -1.177 -0.442  C2 1.026
12 H -3.640 0.395 -0.109  C3 1.007
13 H 1.077 1.957 0.495  N8 1.002
14 H -0.189 3.044 -0.019  N8 1.045
15 H 0.790 2.147 -0.965  N8 0.977